Record 1
101
Properties=species:S:1:pos:R:3:forces:R:3 method="wB97M-V/def2-TZVPD" total_charge=-1 spin_multiplicity=1
Ta -0.06376 0.29825 0.11002 -0.1 -0.1 0.8
C -4.29826 2.67070 1.46706 0.0 0.1 0.0
C -3.98951 3.96891 1.13346 0.0 0.0 0.0
C -2.66149 4.32361 0.96727 0.0 0.1 0.0
C -1.67887 3.34977 1.09523 0.1 0.0 0.0
N -1.96837 2.05678 1.34551 0.1 0.0 0.0
C -3.24729 1.76116 1.58217 0.0 -0.1 0.1
N -0.37912 3.82988 1.01863 -0.1 0.0 -0.1
C 0.71769 3.18580 1.08993 -0.1 0.0 -0.1
N 1.01979 1.81474 1.14971 0.2 0.1 -0.1
C 2.40063 1.70762 1.39298 0.0 0.1 -0.1
N 3.12399 0.70949 1.70245 0.0 -0.1 0.0
C 2.64043 -0.55719 1.99890 0.0 0.2 0.0
C 3.61479 -1.45518 2.43047 0.1 0.0 0.1
C 3.25953 -2.73073 2.80161 0.0 -0.1 0.0
C 1.91836 -3.07240 2.76056 -0.1 0.0 0.0
C 1.01579 -2.13162 2.30739 0.0 0.0 0.1
N 1.34202 -0.88799 1.90471 0.2 -0.1 0.0
C 3.00819 3.05297 1.30795 0.0 -0.1 0.0
C 4.32642 3.46070 1.39981 0.0 0.0 0.0
C 4.57355 4.82488 1.31848 0.0 0.0 0.0
C 3.52705 5.74023 1.17267 0.0 0.0 0.0
C 2.20860 5.31422 1.09513 0.0 0.1 0.0
C 1.98150 3.95259 1.15256 -0.1 0.0 -0.1
H -5.30704 2.32616 1.63943 0.0 0.0 0.0
H -4.77314 4.70760 1.02152 0.0 0.0 0.0
H -2.35018 5.33835 0.76936 0.0 0.0 0.0
H -2.74107 0.00429 2.03843 0.0 -0.1 -0.1
H 4.63569 -1.10292 2.45754 0.0 0.0 0.0
H 4.00839 -3.44633 3.11731 0.0 0.0 0.0
H 1.54668 -4.05318 3.02234 0.0 0.0 0.0
H -0.02080 -2.41211 2.25823 0.0 0.0 -0.1
H 5.12044 2.73756 1.52921 0.0 0.0 0.0
H 5.59157 5.18982 1.37376 0.0 0.0 0.0
H 3.75368 6.79781 1.11623 0.0 0.0 0.0
H 1.38303 6.00269 0.97886 0.0 0.0 0.0
O -3.29504 -2.12052 0.65868 0.0 0.2 0.0
Cl -1.93669 -1.83416 0.33838 0.2 0.3 -0.3
O -3.56161 0.52585 1.97464 0.0 0.1 0.0
O -1.84862 -0.69153 -0.69452 -0.3 -0.1 -0.1
O -1.29917 -0.91690 1.47759 0.0 -0.2 -0.3
N 4.51188 -7.24687 -1.82542 0.0 0.0 0.0
C 3.30248 -6.93602 -1.18050 0.0 0.0 0.0
C 3.00792 -5.61720 -0.83459 0.0 0.0 0.0
C 1.83365 -5.31271 -0.17210 0.0 0.0 0.0
C 0.94026 -6.32325 0.16630 0.0 0.0 0.0
C 1.22097 -7.63404 -0.18172 0.0 0.0 0.0
C 2.39910 -7.94061 -0.84733 0.0 0.0 0.0
S -0.56853 -5.91075 1.01849 0.1 0.0 0.0
O -0.20743 -5.57355 2.37839 0.0 0.0 0.0
O -1.43972 -7.05580 0.83727 0.0 0.0 0.0
N -1.05344 -4.59275 0.30967 -0.1 0.0 -0.1
C -1.51825 -4.63407 -0.96355 0.1 0.0 0.1
S -2.24113 -6.03324 -1.77084 0.0 0.0 0.1
C -2.51974 -5.06014 -3.16682 0.0 0.0 0.0
C -2.07770 -3.80421 -2.94671 0.0 0.1 0.0
N -1.50497 -3.56086 -1.72491 -0.2 -0.1 0.0
H 4.88738 -6.48225 -2.36531 0.0 0.0 0.0
H 4.46813 -8.08764 -2.38034 0.0 0.0 0.0
H 3.69670 -4.82415 -1.10560 0.0 0.0 0.0
H 1.58684 -4.28344 0.05480 0.0 0.0 0.0
H 0.50303 -8.40578 0.06128 0.0 0.0 0.0
H 2.61668 -8.96752 -1.12079 0.0 0.0 0.0
H -2.97253 -5.46113 -4.05842 0.0 0.0 0.0
H -2.12767 -2.99696 -3.66571 0.0 0.0 0.0
Se 1.34747 -1.00893 -1.14422 0.1 0.0 -0.1
O -0.49758 1.61908 -1.19038 -0.2 0.0 0.0
Si -0.80731 2.64486 -2.43943 0.1 -0.2 0.1
C 0.33221 4.12583 -2.35930 0.0 0.1 0.0
C 1.64942 3.97804 -2.80440 0.0 0.0 0.0
C 2.53600 5.04531 -2.79016 0.0 0.0 0.0
C 2.11326 6.28906 -2.34321 0.0 0.0 0.0
C 0.81184 6.45557 -1.89059 0.0 0.0 0.0
C -0.06585 5.37935 -1.89117 0.0 0.0 0.0
C -0.49266 1.80573 -4.07932 0.0 0.0 0.0
C -0.34187 0.42601 -4.21022 -0.1 0.0 0.0
C -0.14807 -0.15437 -5.45869 0.0 0.0 0.0
C -0.10955 0.63709 -6.59588 0.0 0.0 0.0
C -0.26776 2.01383 -6.48606 0.0 0.0 0.0
C -0.45602 2.58806 -5.23859 0.0 0.0 0.0
C -2.60892 3.12271 -2.39387 -0.1 0.1 0.0
C -3.08766 4.29369 -2.99089 0.0 0.0 0.0
C -4.44786 4.56080 -3.05109 0.0 0.0 0.0
C -5.35668 3.64969 -2.52770 0.0 0.0 0.0
C -4.90040 2.47663 -1.94684 0.0 0.0 0.0
C -3.53780 2.21781 -1.87614 0.0 0.0 -0.1
H 1.98462 3.01510 -3.17638 0.0 0.0 0.0
H 3.55507 4.90649 -3.12950 0.0 0.0 0.0
H 2.80166 7.12572 -2.33761 0.0 0.0 0.0
H 0.48186 7.42252 -1.52951 0.0 0.0 0.0
H -1.07325 5.51482 -1.51532 0.0 0.0 0.0
H -0.37584 -0.20511 -3.33165 0.0 0.0 0.0
H -0.02845 -1.22802 -5.53641 0.0 0.0 0.0
H 0.04170 0.18457 -7.56838 0.0 0.0 0.0
H -0.24165 2.63651 -7.37210 0.0 0.0 0.0
H -0.56831 3.66614 -5.16733 0.0 0.0 0.0
H -2.39168 5.00773 -3.41798 0.0 0.0 0.0
H -4.80035 5.47502 -3.51329 0.0 0.0 0.0
H -6.41938 3.85363 -2.57878 0.0 0.0 0.0
H -5.60252 1.75890 -1.54110 0.0 0.0 0.0
H -3.19912 1.29481 -1.41973 0.0 0.0 0.0

---

Record 2
91
Properties=species:S:1:pos:R:3:forces:R:3 method="wB97M-V/def2-TZVPD" total_charge=-1 spin_multiplicity=1
Pt -1.33254 -2.26295 -0.19447 -0.5 -0.5 -0.3
S -0.29582 -4.20572 -0.88413 0.0 0.0 -0.1
C 0.46624 -3.32826 -2.15241 -0.1 0.2 0.2
S -0.00924 -1.67948 -1.94106 0.3 0.0 0.0
C 1.34077 -3.84229 -3.09055 -0.1 0.0 0.0
C 1.68264 -5.22230 -3.06374 0.0 0.0 0.0
N 1.95705 -6.34236 -3.03100 0.0 0.0 0.0
C 1.97704 -3.02725 -4.06253 0.0 0.0 0.0
N 2.51774 -2.38281 -4.85272 0.0 0.0 0.0
O 1.54931 0.24165 0.38244 0.1 0.2 0.2
P 2.70489 0.29151 -0.54778 0.1 0.0 0.0
C 3.53383 -1.29805 -0.71743 0.0 0.0 -0.1
C 2.86086 -2.42109 -0.24650 0.0 0.0 0.0
C 3.41605 -3.68150 -0.41934 0.0 0.0 0.0
C 4.64241 -3.81870 -1.05116 0.0 0.0 0.0
C 5.33253 -2.69539 -1.49236 0.0 0.0 0.0
C 4.78213 -1.43531 -1.32275 0.0 0.0 0.0
C 4.01045 1.41753 0.03228 0.0 0.0 0.0
C 4.29488 1.41780 1.39661 0.0 0.0 0.0
C 5.28327 2.24422 1.90558 0.0 0.0 0.0
C 5.99833 3.07737 1.05379 0.0 0.0 0.0
C 5.71900 3.08423 -0.30433 0.0 0.0 0.0
C 4.72485 2.25837 -0.81416 0.0 0.0 0.0
C 2.26427 0.90714 -2.18720 -0.1 0.0 0.0
C 2.77911 0.42603 -3.38256 0.0 0.0 0.0
C 2.29281 0.90925 -4.59062 0.0 0.0 0.0
C 1.29949 1.87531 -4.60465 0.0 0.0 0.0
C 0.78482 2.36300 -3.40860 0.0 0.0 0.0
C 1.26278 1.87689 -2.20449 0.0 0.0 0.0
H 1.89076 -2.30179 0.22254 0.0 0.0 0.0
H 2.86611 -4.55438 -0.09096 0.0 0.0 0.0
H 5.05749 -4.80603 -1.20978 0.0 0.0 0.0
H 6.29495 -2.80347 -1.97632 0.0 0.0 0.0
H 5.32664 -0.55868 -1.65642 0.0 0.0 0.0
H 3.72510 0.77219 2.05480 0.0 0.0 0.0
H 5.49520 2.24258 2.96741 0.0 0.0 0.0
H 6.77027 3.72439 1.45163 0.0 0.0 0.0
H 6.26934 3.73806 -0.96926 0.0 0.0 0.0
H 4.49766 2.27553 -1.87352 0.0 0.0 0.0
H 3.51285 -0.36798 -3.39136 0.0 0.0 0.0
H 2.66418 0.48737 -5.51459 0.0 0.0 0.0
H 0.90515 2.23018 -5.54897 0.0 0.0 0.0
H -0.00664 3.10312 -3.41775 0.0 0.0 0.0
H 0.84750 2.21799 -1.26610 0.0 0.0 0.0
N -2.32137 -0.57512 0.44284 0.2 0.1 -0.3
P -2.17132 0.30021 1.69923 -0.1 -0.1 0.1
C -1.31193 -0.42270 3.13000 0.0 0.0 0.0
C -1.99667 -0.86223 4.25896 0.0 0.0 0.0
C -1.30725 -1.45961 5.30658 0.0 0.0 0.0
C 0.06802 -1.62029 5.22898 0.0 0.0 0.0
C 0.75291 -1.19422 4.09766 0.0 0.0 0.0
C 0.07032 -0.59816 3.04846 0.0 -0.1 0.0
C -1.36348 1.92765 1.49830 0.0 0.0 0.0
C -0.76863 2.62433 2.54653 0.0 0.0 0.0
C -0.22432 3.88266 2.33341 0.0 0.0 0.0
C -0.27674 4.45665 1.07062 0.0 0.0 0.0
C -0.86441 3.76486 0.02074 0.0 0.0 0.0
C -1.39717 2.50125 0.23277 0.0 0.0 0.0
C -3.82678 0.74310 2.34092 0.0 0.0 -0.1
C -4.87033 -0.12625 2.02685 0.0 0.0 0.0
C -6.16024 0.14066 2.46461 0.0 0.0 0.0
C -6.41935 1.28001 3.21333 0.0 0.0 0.0
C -5.38488 2.15122 3.52762 0.0 0.0 0.0
C -4.09419 1.88337 3.09370 0.0 0.0 0.0
H -3.07133 -0.74350 4.32371 0.0 0.0 0.0
H -1.84749 -1.80223 6.18045 0.0 0.0 0.0
H 0.60605 -2.08466 6.04646 0.0 0.0 0.0
H 1.82475 -1.33475 4.02697 0.0 0.0 0.0
H 0.60191 -0.29502 2.15225 0.0 0.0 0.0
H -0.71310 2.17361 3.53067 0.0 0.0 0.0
H 0.24779 4.41233 3.15157 0.0 0.0 0.0
H 0.15019 5.43764 0.90247 0.0 0.0 0.0
H -0.88827 4.20387 -0.96958 0.0 0.0 0.0
H -1.82351 1.92960 -0.58479 0.0 0.0 0.0
H -4.65848 -1.01347 1.43952 0.0 0.0 0.0
H -6.96186 -0.54396 2.21716 0.0 0.0 0.0
H -7.42712 1.49178 3.54918 0.0 0.0 0.0
H -5.58377 3.04446 4.10696 0.0 0.0 0.0
H -3.29544 2.57283 3.33760 0.0 0.0 0.0
S -3.89761 -3.45168 -0.37897 0.3 0.0 0.3
C -4.40671 -2.30130 -1.51732 0.0 0.1 0.0
N -4.11540 -0.98648 -1.35758 0.1 -0.1 -0.3
C -4.48550 -0.03709 -2.23003 0.0 0.0 0.0
C -5.21107 -0.32873 -3.34828 0.0 0.0 0.0
C -5.52897 -1.68174 -3.57338 0.0 0.0 0.0
C -5.13901 -2.64349 -2.68541 -0.1 0.0 0.1
H -3.36639 -0.72286 -0.55847 -0.2 0.1 0.3
H -4.16560 0.96643 -1.97739 0.0 0.0 0.0
H -5.50606 0.45031 -4.03498 0.0 0.0 0.0
H -6.07133 -1.96623 -4.46702 0.0 0.0 0.0
H -5.35537 -3.68901 -2.84939 0.0 0.0 0.0

---

Let's list ΔE to the lowest compared entry with this formula, charge and spin in order: 0.0, 0.0 kJ/mol.
Let's list LUMO energy in order: 1.39, 2.31 eV.
Let's list Kohn-Sham gap in order: 6.32, 6.63 eV.